C2H7IN3 as an isolated structure. Source: the OMol25 dataset; level of theory: ωB97M-V with the def2-TZVPD basis set.

## Properties
Orbital gap: 9.4 eV
Highest occupied orbital energy: -13.9867 eV
LUMO level: -4.58 eV

Geometry as ORCA input:
```
! wB97M-V def2-TZVPD RIJCOSX def2/J DEFGRID3
* xyz 1 1
C 0.551 1.039 -1.091
C -0.186 -1.089 0.283
N 0.196 -0.530 -0.804
N -0.621 -2.291 0.519
N 0.290 1.813 0.019
I 0.399 -1.708 -2.491
H 1.656 1.078 -1.515
H -0.100 1.178 -1.985
H -0.289 -0.617 1.170
H -0.739 -3.069 -0.178
H -1.269 -2.339 1.354
H 0.925 1.925 0.836
H -0.672 1.989 0.159
*
```



A 2-piece molecular cluster, C2H7IN3 overall. Source: the OMol25 dataset; level of theory: ωB97M-V with the def2-TZVPD basis set.

## Properties
Orbital gap: 9.6 eV
Highest occupied orbital energy: -13.1701 eV
LUMO level: -3.53 eV

Geometry as ORCA input:
```
! wB97M-V def2-TZVPD RIJCOSX def2/J DEFGRID3
* xyz 1 1
C -0.561 -0.302 0.273
C 2.504 0.151 0.592
N -0.628 -0.715 -1.002
N -1.163 0.762 0.659
N 1.543 0.697 0.021
I 4.450 -0.087 -0.030
H -0.422 -1.026 0.983
H 2.247 -0.220 1.530
H -0.905 -0.159 -1.724
H -1.113 0.839 1.681
H -1.696 1.330 0.011
H 1.573 0.922 -0.985
H -0.253 -1.553 -1.363
*
```



An isolated ion of composition C2H7INO and charge +1. Source: the OMol25 dataset; level of theory: ωB97M-V with the def2-TZVPD basis set.

## Properties
Orbital gap: 9.9 eV
Highest occupied orbital energy: -14.4278 eV
LUMO level: -4.48 eV

Geometry as ORCA input:
```
! wB97M-V def2-TZVPD RIJCOSX def2/J DEFGRID3
* xyz 1 1
C 1.158 0.687 0.127
C -0.018 -0.239 -0.189
N -1.135 -0.106 0.693
O -0.639 0.092 -1.624
I 0.662 -2.300 -0.147
H 0.868 1.581 0.517
H 1.882 0.268 0.712
H 1.725 0.884 -0.743
H -0.655 -0.153 1.669
H -1.754 0.724 0.577
H -1.834 -1.014 0.666
H -0.260 -0.425 -2.259
*
```



C2H7N as an isolated structure. Source: the OMol25 dataset; level of theory: ωB97M-V with the def2-TZVPD basis set.

## Properties
Orbital gap: 10.1 eV
Highest occupied orbital energy: -9.0228 eV
LUMO level: 1.06 eV

Geometry as ORCA input:
```
! wB97M-V def2-TZVPD RIJCOSX def2/J DEFGRID3
* xyz 0 1
C -0.412 -0.125 1.108
C 0.819 0.358 0.455
N 1.525 -0.034 -0.678
H -0.654 -1.170 0.980
H -0.884 0.487 1.929
H -0.480 0.484 0.083
H -1.732 0.043 -2.071
H 1.287 1.226 0.979
H -1.010 -0.229 -2.005
H 1.541 -1.040 -0.779
*
```



A 2-piece molecular cluster, C2H7N overall. Source: the OMol25 dataset; level of theory: ωB97M-V with the def2-TZVPD basis set.

## Properties
Orbital gap: 11.6 eV
Highest occupied orbital energy: -10.2918 eV
LUMO level: 1.26 eV

Geometry as ORCA input:
```
! wB97M-V def2-TZVPD RIJCOSX def2/J DEFGRID3
* xyz 0 1
C -3.357 -2.001 -1.355
N -3.229 -1.281 -2.382
H -2.566 -2.005 -0.614
H -4.166 -2.718 -1.222
H -4.032 -1.421 -2.994
C 5.346 2.663 2.982
H 4.777 3.383 3.578
H 6.324 2.396 3.351
H 4.694 1.787 2.936
H 5.425 3.084 1.980
*
```



A 2-piece molecular cluster, C2H7N overall. Source: the OMol25 dataset; level of theory: ωB97M-V with the def2-TZVPD basis set.

## Properties
Orbital gap: 11.1 eV
Highest occupied orbital energy: -10.0251 eV
LUMO level: 1.10 eV

Geometry as ORCA input:
```
! wB97M-V def2-TZVPD RIJCOSX def2/J DEFGRID3
* xyz 0 1
C 1.783 0.235 0.213
C 1.048 -0.626 0.896
H 1.236 0.935 -0.427
H 2.870 0.296 0.262
H -0.022 -0.488 0.735
H 1.434 -1.378 1.558
N -2.234 0.330 -0.971
H -2.357 0.886 -0.152
H -1.299 0.411 -1.296
H -2.459 -0.602 -0.818
*
```



C2H7N as an isolated structure. Source: the OMol25 dataset; level of theory: ωB97M-V with the def2-TZVPD basis set.

## Properties
Orbital gap: 8.2 eV
Highest occupied orbital energy: -7.6611 eV
LUMO level: 0.53 eV

Geometry as ORCA input:
```
! wB97M-V def2-TZVPD RIJCOSX def2/J DEFGRID3
* xyz 0 1
C -0.381 0.096 1.082
C 0.135 0.889 -0.042
N 1.296 0.503 -0.690
H 0.176 -0.804 1.334
H -1.148 0.441 1.808
H -0.735 -0.119 -0.130
H -0.797 -1.748 -1.248
H -0.385 1.876 -0.246
H -0.214 -2.265 -1.346
H 2.053 1.130 -0.522
*
```



One molecule with the formula C2H7N2. Source: the OMol25 dataset; level of theory: ωB97M-V with the def2-TZVPD basis set.

## Properties
Orbital gap (spin up / spin down): 6.1 / 10.0 eV
Highest occupied orbital energy (spin up / spin down): -4.7912 / -8.7713 eV
LUMO level (spin up / spin down): 1.32 / 1.23 eV

Geometry as ORCA input:
```
! wB97M-V def2-TZVPD RIJCOSX def2/J DEFGRID3
* xyz 0 2
C -0.197 1.505 0.457
N 0.220 -1.924 -0.248
C -0.233 -0.701 -0.253
N 0.458 0.391 -0.147
H 0.475 2.305 0.652
H -0.984 1.904 -0.137
H -0.650 1.204 1.392
H 1.257 -1.893 -0.235
H -0.293 -2.760 -0.088
H -1.208 -0.623 -0.561
H 1.155 0.593 -0.832
*
```



Respective total energy values: -542.08062 -542.07987 -507.77526 -134.99612 -135.11205 -135.11251 -134.95965 -189.80893 a.u..
Respective energy above the lowest of the compared OMol25 structures with the same formula, charge and spin values: 0.686 0.707 1.581 4.051 0.896 0.884 5.043 0.671 eV.